14 unconnected molecules or ions with the total composition C5H38N2O14 in a non-equilibrium geometry, computed with wB97M-V/def2-TZVPD.

Geometry (Å):
O -0.0166 1.1698 -0.5791
C -0.1908 -0.0415 -0.3646
N -1.1492 -0.7038 -1.0967
C -1.8017 -1.9169 -0.7634
C -1.7143 0.1316 -2.1776
C 0.8903 -0.6442 0.5856
N 1.2562 -2.0102 0.2377
C 2.6337 -2.4001 0.5422
H -2.7957 -1.7276 -0.2805
H -2.1143 -2.5395 -1.6192
H -1.2014 -2.5297 -0.1199
H -0.9426 0.7197 -2.6837
H -2.4058 0.8336 -1.7162
H -2.1134 -0.4652 -2.9944
H 0.3965 -0.5871 1.5718
H 1.7371 -0.0233 0.2632
H 0.6208 -2.6925 0.6600
H 2.6899 -3.0241 1.4561
H 3.2391 -1.5067 0.6856
H 3.0993 -3.0200 -0.2235
H 1.4164 3.6670 0.6004
H 1.4672 2.3073 -0.0499
O 1.9716 2.8803 0.5668
H 4.4074 2.3929 -1.2399
H 2.8623 2.4117 -1.0592
O 3.6008 1.9325 -1.4733
H -2.1633 -1.8878 4.0981
H -3.1559 -2.1721 2.8114
O -2.5336 -2.5098 3.4479
H 2.5894 -0.4731 -4.0406
H 1.0029 -0.4124 -4.2930
O 1.8707 -0.2372 -4.6525
H -4.5534 1.1268 2.2912
H -3.8556 0.6490 1.1047
O -4.3267 0.2937 1.8726
H -2.6439 3.7075 0.5795
H -2.1720 2.8742 -0.6691
O -2.3498 2.8305 0.2820
H -0.4656 -4.3790 1.7385
H -1.2654 -3.1779 2.5057
O -0.5071 -3.4363 1.9257
H 1.7032 1.9851 2.0764
H 1.4440 0.4311 2.4557
O 1.5047 1.3377 2.7793
H -2.3066 0.2888 4.1260
H -0.6754 0.1229 4.2296
O -1.5564 -0.2066 4.4472
H 0.5755 -1.8942 -4.1030
H -0.6763 -1.8169 -3.1556
O -0.3825 -2.0466 -4.0451
H -1.2302 2.0142 1.6162
H -0.2863 1.9181 2.8223
O -1.1261 1.5578 2.4627
H 3.4068 0.1382 -1.9189
H 2.3897 -1.0427 -1.9278
O 3.1964 -0.7214 -2.3379
H 1.6755 3.0636 -2.5947
H 0.2865 2.5813 -2.1220
O 0.7685 3.3558 -2.4368

Energy relative to the best compared isomer or geometry (same formula, charge and spin) in eV: 4.4066
Calculated total energy in a.u.: -1376.15034
Max |F| in eV Å⁻¹: 2.838
HOMO level in eV: -9.0442
Kohn-Sham gap in eV: 8.888

=====

13 unconnected molecules or ions with the total composition C5H38N3O12 in a non-equilibrium geometry, computed with wB97M-V/def2-TZVPD.

Geometry (Å):
C 0.2960 2.1395 -3.0394
C -0.6972 1.9205 -1.9083
C 0.0321 2.1902 -0.5136
C -0.6127 1.3877 0.6557
C 0.1505 0.5336 1.2308
N -0.1248 -0.1822 2.5134
N -1.9812 1.7504 0.9213
N -0.8144 0.4329 -1.9172
H 0.9517 3.0580 -2.9536
H 1.2103 1.5440 -3.0358
H -0.2318 2.3359 -4.0373
H -1.7303 2.3918 -1.9797
H 0.1173 3.3134 -0.4354
H 1.1409 1.9452 -0.7074
H 0.9830 0.0675 0.7308
H -1.0466 0.1929 2.8272
H 0.5854 0.0766 3.2123
H -0.0067 -1.2378 2.3298
H -2.5712 1.3493 1.5599
H -2.1832 2.7389 0.7116
H -0.0622 0.1036 -1.3959
H -0.9041 -0.0331 -2.8428
H -0.0177 4.6353 1.9686
H -0.4961 3.9390 3.3330
O -0.6946 4.1607 2.4760
H 1.5836 -3.0575 1.0608
H 3.0586 -3.4416 1.0605
O 2.4301 -2.8715 0.5980
H 0.5537 -3.6821 -2.6344
H 0.9902 -3.2778 -1.2298
O 0.1713 -3.7744 -1.7398
H 2.9960 3.7582 -1.4927
H 3.4824 2.6372 -0.4293
O 3.3339 2.8859 -1.4406
H -2.9789 0.2077 4.4143
H -3.1949 -0.5333 2.9879
O -2.5712 0.0618 3.5011
H 2.9566 -0.7977 -1.6585
H 2.0152 -1.6214 -0.5789
O 2.3018 -0.7742 -0.9274
H 2.6159 0.3893 -0.0020
H 3.7203 0.4909 1.1867
O 2.9930 0.9374 0.7372
H -3.6462 -0.9102 1.0850
H -3.8698 -2.2200 1.7410
O -4.0271 -1.2500 1.8561
H -3.9970 -0.1753 -0.9527
H -2.4578 -0.3835 -0.8600
O -3.2738 -0.7519 -0.6230
H 3.7552 0.0159 -3.8092
H 2.4062 0.6315 -3.2918
O 2.9489 -0.0808 -3.3767
H -1.9647 -3.2003 -0.4161
H -1.9806 -4.6778 0.1284
O -1.9795 -3.6815 0.4087
H -0.4090 -3.5743 1.1773
H 0.2772 -4.3458 2.1851
O 0.4682 -3.6867 1.6309

Energy relative to the best compared isomer or geometry (same formula, charge and spin) in eV: 5.6871
Calculated total energy in a.u.: -1280.12773
Total charge: +1
Max |F| in eV Å⁻¹: 5.750
HOMO level in eV: -11.6622
Kohn-Sham gap in eV: 9.101

=====

13 unconnected molecules or ions with the total composition C5H38NO12 in a non-equilibrium geometry, computed with wB97M-V/def2-TZVPD.

Geometry (Å):
C 2.7247 -0.4020 1.5188
C 1.4180 0.4220 1.4205
C 1.7352 1.7204 0.5934
C 2.6073 2.6230 1.4733
C 2.4470 1.4191 -0.6870
N 0.3417 -0.3648 0.6185
H 2.7991 -0.8245 2.5722
H 3.5265 0.3202 1.4127
H 2.6821 -1.0640 0.6640
H 0.9341 0.4621 2.4207
H 0.8529 2.3255 0.4432
H 2.4877 3.7144 1.3132
H 3.6667 2.5559 1.1911
H 2.3198 2.6731 2.5088
H 2.7457 2.3592 -1.1524
H 1.7022 1.0030 -1.3810
H 3.2576 0.6823 -0.6897
H 0.4440 -1.3775 0.7595
H 0.4610 -0.3085 -0.3917
H -0.6035 -0.0725 0.8975
H -2.1804 2.8319 2.5333
H -1.3753 2.4458 1.4450
O -1.2623 2.9727 2.2499
H -0.2731 2.9115 -3.7049
H 1.2495 2.8608 -3.7577
O 0.4873 3.3284 -4.1236
H -2.7712 1.1424 0.2813
H -3.1721 0.3150 1.4167
O -2.4112 0.8345 1.1252
H 2.9115 -2.6072 -1.8835
H 2.8006 -2.3671 -3.4326
O 2.5292 -2.9281 -2.7027
H 0.0436 -3.4334 1.7458
H 0.6927 -3.7159 3.0398
O 0.1155 -3.0454 2.6474
H -2.2437 -0.2725 -1.8963
H -2.2101 0.1811 -3.3262
O -1.6138 -0.0013 -2.5874
H -4.8004 2.1083 -0.9076
H -3.4193 2.6237 -0.5860
O -4.2520 2.3415 -0.1499
H -1.2539 1.6088 -1.5480
H -1.3250 3.0131 -1.7357
O -1.7580 2.3689 -1.1522
H -2.4944 -2.0926 0.6564
H -1.6870 -2.0262 -0.7227
O -2.2135 -1.5161 -0.0865
H -1.0369 -4.3063 -0.1329
H 0.3648 -4.6263 -0.3077
O -0.1745 -3.9589 0.1459
H 0.0011 -1.9663 -2.5420
H 0.7206 -2.9172 -1.7571
O 0.4677 -1.9896 -1.6938
H -1.5269 -2.7743 2.5118
H -3.0055 -2.5939 3.1152
O -2.4734 -2.6159 2.3179

Energy relative to the best compared isomer or geometry (same formula, charge and spin) in eV: 0.9772
Calculated total energy in a.u.: -1170.68254
Total charge: +1
Max |F| in eV Å⁻¹: 2.694
HOMO level in eV: -13.0537
Kohn-Sham gap in eV: 10.067